Density functional theory data (ωB97M-V with the def2-TZVPD basis set) for C3H8N2O as an isolated structure.

- Energy above the lowest of the compared OMol25 structures with the same formula, charge and spin: 7.086 eV
- LUMO level: 0.8 eV
- Multiplicity: 1
- Electronic energy: -303.6317 hartree
- HOMO level: -8.1 eV

Positions of all 14 atoms, in Å:
C 0.491 -0.428 -0.250
C 0.295 0.487 -1.420
C -0.320 -0.357 0.973
N -0.828 -1.629 -0.116
O 1.023 1.056 1.363
N -1.109 0.210 1.744
H 1.050 2.016 1.280
H 1.441 -0.948 -0.161
H -1.100 -2.299 0.601
H -1.604 -1.469 -0.749
H -0.115 1.211 1.904
H -0.641 1.046 -1.363
H 1.122 1.199 -1.462
H 0.295 -0.097 -2.344


Density functional theory data (ωB97M-V with the def2-TZVPD basis set) for a 2-piece molecular cluster, C3H8N2O overall.

- Energy above the lowest of the compared OMol25 structures with the same formula, charge and spin: 1.903 eV
- LUMO level: 0.9 eV
- Multiplicity: 1
- Electronic energy: -303.8222 hartree
- HOMO level: -9.3 eV
- SMILES: [H]/N=C/N.CC=O

Positions of all 14 atoms, in Å:
H 1.036 1.447 0.751
N 0.257 1.983 1.145
C -0.619 1.073 1.349
N -1.921 1.381 1.677
H -0.442 -0.015 1.259
H -2.345 0.610 2.164
H -2.366 2.264 1.824
C 1.185 -0.666 -1.552
C 0.673 -2.090 -1.324
O 0.499 -2.495 -0.205
H 2.234 -0.541 -1.268
H 1.071 -0.409 -2.610
H 0.546 0.027 -1.021
H 0.194 -2.569 -2.189


Density functional theory data (ωB97M-V with the def2-TZVPD basis set) for one molecule with the formula C3H8N2O.

- Energy above the lowest of the compared OMol25 structures with the same formula, charge and spin: 0.858 eV
- LUMO level: 0.9 eV
- Multiplicity: 1
- Electronic energy: -303.8606 hartree
- HOMO level: -9.3 eV
- SMILES: NCCNC=O

Positions of all 14 atoms, in Å:
N -2.327 -0.580 -0.087
C -1.006 -0.100 -0.520
C 0.004 0.203 0.594
N 1.235 0.739 0.064
C 2.277 -0.087 -0.238
O 2.249 -1.263 0.074
H -2.228 -1.367 0.532
H -2.770 0.136 0.491
H -1.133 0.810 -1.130
H -0.562 -0.840 -1.177
H -0.375 0.999 1.263
H 0.244 -0.720 1.158
H 1.198 1.679 -0.362
H 3.194 0.391 -0.661


Density functional theory data (ωB97M-V with the def2-TZVPD basis set) for C3H8N2O as an isolated structure.

- Energy above the lowest of the compared OMol25 structures with the same formula, charge and spin: 2.239 eV
- LUMO level: 0.9 eV
- Multiplicity: 1
- Electronic energy: -303.8098 hartree
- HOMO level: -8.8 eV

Positions of all 14 atoms, in Å:
C 2.034 -0.140 1.009
N 0.840 -0.293 0.200
C -0.154 0.618 0.210
O -0.081 1.770 0.795
N -1.336 0.557 -0.362
C -1.819 -0.491 -1.215
H 2.903 -0.536 0.476
H 1.947 -0.651 1.975
H 2.178 0.926 1.185
H 0.625 -1.207 -0.168
H -1.236 1.750 0.224
H -2.860 -0.273 -1.464
H -1.250 -0.559 -2.155
H -1.791 -1.470 -0.711


Density functional theory data (ωB97M-V with the def2-TZVPD basis set) for an isolated ion of composition C3H8N2O and charge +1.

- Energy above the lowest of the compared OMol25 structures with the same formula, charge and spin: 0.760 eV
- LUMO level (alpha / beta): -3.4 / -8.7 eV
- Multiplicity: 2
- Electronic energy: -303.5186 hartree
- HOMO level (alpha / beta): -15.5 / -15.3 eV
- Net charge: +1

Positions of all 14 atoms, in Å:
N 2.438 0.001 -0.650
C 1.095 -0.269 -0.933
C -0.073 0.120 0.134
N -1.160 -0.636 0.055
C -2.440 -0.202 0.623
O 0.137 1.109 0.783
H 2.725 0.245 0.305
H 2.798 0.784 -1.197
H 0.866 -1.340 -0.964
H 0.850 0.301 -1.828
H -1.027 -1.629 0.048
H -3.190 -0.096 -0.152
H -2.336 0.636 1.304
H -2.804 -0.980 1.305


Density functional theory data (ωB97M-V with the def2-TZVPD basis set) for an isolated ion of composition C3H8N2O and charge +1.

- Energy above the lowest of the compared OMol25 structures with the same formula, charge and spin: 0.522 eV
- LUMO level (alpha / beta): -4.2 / -9.2 eV
- Multiplicity: 2
- Electronic energy: -303.5273 hartree
- HOMO level (alpha / beta): -14.5 / -14.5 eV
- Net charge: +1

Positions of all 14 atoms, in Å:
O -0.487 0.191 -1.715
C -0.297 -0.573 -0.757
N 0.578 -0.293 0.207
C 1.091 1.057 0.401
N 0.143 1.838 1.172
C -1.049 -1.901 -0.664
H 0.493 -0.861 1.041
H 2.017 0.934 0.960
H 1.297 1.478 -0.586
H -0.719 1.947 0.633
H 0.475 2.798 1.261
H -1.578 -2.084 -1.574
H -0.277 -2.648 -0.586
H -1.686 -1.884 0.207


Density functional theory data (ωB97M-V with the def2-TZVPD basis set) for one molecule with the formula C3H8N2O2.

- Energy above the lowest of the compared OMol25 structures with the same formula, charge and spin: 1.629 eV
- LUMO level: 0.7 eV
- Multiplicity: 1
- Electronic energy: -379.0811 hartree
- HOMO level: -9.5 eV
- SMILES: NC(=O)[C@H](N)CO

Positions of all 15 atoms, in Å:
N 1.661 -0.646 1.183
C 1.460 -0.001 -0.015
O 2.184 0.080 -0.997
C -0.006 0.651 -0.092
N -0.604 0.837 1.312
C -0.683 -0.399 -1.156
O -2.095 -0.026 -1.376
H 2.606 -1.026 1.311
H 0.864 -0.956 1.737
H 0.098 1.633 -0.610
H -1.608 0.803 1.059
H -0.424 1.694 1.844
H -0.241 -0.454 -2.132
H -0.631 -1.332 -0.608
H -2.583 -0.859 -1.461


Density functional theory data (ωB97M-V with the def2-TZVPD basis set) for a 3-piece molecular cluster, C3H8N2O2 overall.

- Energy above the lowest of the compared OMol25 structures with the same formula, charge and spin: 1.887 eV
- LUMO level: 0.9 eV
- Multiplicity: 1
- Electronic energy: -379.0717 hartree
- HOMO level: -8.7 eV
- SMILES: c1c[nH]cn1.O.O

Positions of all 15 atoms, in Å:
C -0.563 0.168 -0.404
C -0.302 1.457 -0.029
N -1.294 1.744 0.891
C -1.905 0.568 1.213
N -1.484 -0.404 0.443
H -0.316 -0.274 -1.358
H 0.539 2.108 -0.191
H -1.645 2.624 1.225
H -2.368 0.434 2.178
O 2.788 -0.472 -1.805
H 3.486 -0.710 -2.425
H 2.107 -1.150 -1.786
O 1.241 -2.049 0.228
H 0.320 -2.014 -0.056
H 1.221 -2.623 1.002


What did the seventh record say?
Density functional theory data (ωB97M-V with the def2-TZVPD basis set) for one molecule with the formula C3H8N2O2.

- Energy above the lowest of the compared OMol25 structures with the same formula, charge and spin: 1.629 eV
- LUMO level: 0.7 eV
- Multiplicity: 1
- Electronic energy: -379.0811 hartree
- HOMO level: -9.5 eV
- SMILES: NC(=O)[C@H](N)CO

Positions of all 15 atoms, in Å:
N 1.661 -0.646 1.183
C 1.460 -0.001 -0.015
O 2.184 0.080 -0.997
C -0.006 0.651 -0.092
N -0.604 0.837 1.312
C -0.683 -0.399 -1.156
O -2.095 -0.026 -1.376
H 2.606 -1.026 1.311
H 0.864 -0.956 1.737
H 0.098 1.633 -0.610
H -1.608 0.803 1.059
H -0.424 1.694 1.844
H -0.241 -0.454 -2.132
H -0.631 -1.332 -0.608
H -2.583 -0.859 -1.461


> electronic energy of number 3 (C3H8N2O)?

-303.8606 hartree


> Which formula does entry 3 have?

C3H8N2O


> Among the records above, which one has the lowest electronic energy?

number 7